No. 1
{"formula": "C3H8BrN2O", "method": "ωB97M-V/def2-TZVPD", "homo_ev": [-13.70, -13.70], "relative_energy_kcal_mol": 89.7, "orbital_gap_ev": [8.7163, 8.7146], "total_charge": 1, "total_energy_ha": -2877.4443, "elements": ["C", "C", "C", "N", "N", "O", "Br", "H", "H", "H", "H", "H", "H", "H", "H"], "positions_angstrom": [[-0.177, -0.010, 0.908], [1.078, -0.084, -1.974], [-0.355, -0.324, -1.519], [1.034, 0.411, 1.142], [-1.208, -0.356, 1.589], [-1.251, -0.289, 3.021], [-1.746, 0.811, -1.973], [1.030, 0.031, -2.971], [1.590, 0.953, -1.814], [1.676, -0.804, -1.661], [-0.413, -1.426, -1.347], [1.574, 0.730, 0.337], [1.194, 0.751, 2.083], [-1.970, -0.587, 0.991], [-2.056, 0.191, 3.188]], "lowdin_charge": [-0.1800, -0.1378, -0.5648, 0.1736, 0.0086, 0.0601, 0.8344, 0.0463, 0.1432, 0.0371, 0.0945, 0.1004, 0.1347, 0.1417, 0.1080]}



No. 2
{"formula": "C3H8BrN2O", "method": "ωB97M-V/def2-TZVPD", "homo_ev": [-13.67, -13.60], "relative_energy_kcal_mol": 109.8, "orbital_gap_ev": [7.9538, 7.8426], "total_charge": 1, "total_energy_ha": -2877.4124, "elements": ["C", "C", "C", "N", "N", "O", "Br", "H", "H", "H", "H", "H", "H", "H", "H"], "positions_angstrom": [[-0.690, 0.963, 0.624], [0.588, -0.600, -0.906], [-0.098, -0.392, 0.437], [-2.841, 0.857, 1.191], [-0.526, 2.065, -0.002], [-0.950, -1.431, 0.704], [-3.376, -0.237, -0.144], [1.428, -1.294, -0.855], [-0.047, -1.199, -1.494], [1.070, 0.341, -1.227], [0.628, -0.416, 1.289], [-2.988, 0.349, 2.191], [-0.036, 2.146, -0.928], [-0.865, 2.923, 0.395], [-0.601, -2.409, 0.908]], "lowdin_charge": [-0.0113, -0.0069, -0.4804, -0.4290, 0.2140, -0.1629, 0.8025, 0.0983, 0.0818, 0.0920, 0.1832, 0.0836, 0.1736, 0.1451, 0.2162]}



No. 3
{"formula": "C3H8BrOPS", "method": "ωB97M-V/def2-TZVPD", "homo_ev": -8.90, "relative_energy_kcal_mol": 7.8, "orbital_gap_ev": 9.4592, "smiles": "CCO[P@](C)(=S)Br", "total_energy_ha": -3507.9425, "elements": ["C", "C", "O", "P", "C", "S", "Br", "H", "H", "H", "H", "H", "H", "H", "H"], "positions_angstrom": [[-1.284, -1.115, -1.587], [-1.219, 0.028, -0.578], [0.027, 0.795, -0.614], [1.342, 0.598, 0.125], [1.044, 0.744, 1.937], [2.760, 1.782, -0.486], [1.727, -1.549, 0.092], [-0.197, -1.485, -1.735], [-1.939, -1.928, -1.425], [-1.551, -0.566, -2.494], [-1.387, -0.318, 0.481], [-2.097, 0.690, -0.747], [1.961, 0.889, 2.525], [0.339, 1.595, 2.237], [0.473, -0.159, 2.269]], "lowdin_charge": [-0.0937, -0.2638, -0.3838, -0.1909, -0.2996, 0.2098, 0.4476, 0.0434, 0.0625, 0.0765, 0.1171, 0.1253, 0.0469, 0.0758, 0.0271]}



No. 4
{"formula": "C3H8BrOPS", "method": "ωB97M-V/def2-TZVPD", "homo_ev": -8.23, "relative_energy_kcal_mol": 68.5, "orbital_gap_ev": 7.3772, "total_energy_ha": -3507.8457, "elements": ["C", "C", "C", "O", "P", "S", "Br", "H", "H", "H", "H", "H", "H", "H", "H"], "positions_angstrom": [[1.414, 1.092, -1.767], [-3.154, -0.316, 1.509], [1.805, 0.361, -0.520], [1.246, -0.989, -0.753], [0.596, -2.106, 0.183], [-1.508, -0.501, 0.594], [1.699, -1.726, 2.126], [2.142, 1.892, -1.910], [1.355, 0.487, -2.561], [0.446, 1.437, -1.704], [-3.762, -1.159, 1.332], [-2.988, -0.106, 2.487], [-3.516, 0.586, 1.178], [1.423, 0.835, 0.288], [2.801, 0.213, -0.481]], "lowdin_charge": [-0.0491, -0.4458, -0.2493, -0.5769, 0.5029, 0.3398, 0.1730, 0.0995, 0.0404, 0.0551, 0.0053, -0.0268, -0.0156, 0.0651, 0.0825]}



No. 5
{"formula": "C3H8BrPS", "method": "ωB97M-V/def2-TZVPD", "homo_ev": -8.98, "relative_energy_kcal_mol": 0.0, "orbital_gap_ev": 8.5616, "smiles": "CC[P@@](C)(=S)Br", "total_energy_ha": -3432.6915, "elements": ["C", "C", "P", "C", "S", "Br", "H", "H", "H", "H", "H", "H", "H", "H"], "positions_angstrom": [[1.765, -0.709, 0.965], [0.920, -0.115, -0.229], [-0.823, -0.084, 0.180], [-1.663, 0.739, -1.232], [-1.648, -1.834, 0.601], [-1.057, 1.508, 1.995], [1.854, -1.802, 0.825], [2.727, -0.204, 1.057], [1.224, -0.415, 1.933], [1.141, -0.689, -1.127], [1.251, 0.867, -0.459], [-2.452, 1.394, -0.842], [-0.971, 1.310, -1.772], [-2.268, 0.034, -1.895]], "lowdin_charge": [-0.1544, -0.4511, 0.0893, -0.2894, 0.1515, 0.1864, 0.0733, 0.0630, 0.0521, 0.0910, 0.0623, 0.0356, 0.0138, 0.0767]}



No. 6
{"formula": "C3H8Cl2N2", "method": "ωB97M-V/def2-TZVPD", "homo_ev": -8.57, "relative_energy_kcal_mol": 47.8, "orbital_gap_ev": 9.1872, "total_energy_ha": -1148.9301, "elements": ["C", "C", "C", "N", "N", "Cl", "Cl", "H", "H", "H", "H", "H", "H", "H", "H"], "positions_angstrom": [[0.064, -1.400, -0.556], [1.737, -0.270, 0.783], [0.067, 0.952, -0.575], [-2.709, 1.270, 0.022], [0.614, -0.139, -0.099], [3.212, -0.742, -0.146], [0.802, 2.415, -0.042], [-0.332, -1.966, 0.290], [-0.733, -1.198, -1.266], [0.845, -1.988, -1.041], [1.565, -1.061, 1.513], [1.957, 0.680, 1.267], [-2.607, 0.964, -0.938], [-2.018, 1.995, 0.170], [-2.464, 0.486, 0.617]], "lowdin_charge": [-0.0747, -0.5655, -0.5166, -0.0006, -0.3610, 0.5621, 0.6130, 0.0946, 0.0866, 0.0757, 0.0869, 0.0363, -0.0008, -0.0342, -0.0018]}



No. 7
{"formula": "C3H8Cl2NP", "method": "ωB97M-V/def2-TZVPD", "homo_ev": -9.00, "relative_energy_kcal_mol": 78.9, "orbital_gap_ev": 9.3630, "smiles": "CC[C@@H](P)N(Cl)Cl", "total_energy_ha": -1435.4680, "elements": ["C", "C", "C", "P", "N", "Cl", "Cl", "H", "H", "H", "H", "H", "H", "H", "H"], "positions_angstrom": [[-1.125, -1.176, -1.280], [0.177, -0.710, -0.549], [-0.014, 0.250, 0.775], [1.503, -0.061, 1.856], [-0.099, 1.709, 0.606], [-1.759, 2.164, 0.308], [0.901, 2.398, -0.569], [-1.733, -0.272, -1.649], [-0.871, -1.673, -2.251], [-1.603, -2.079, -0.740], [0.682, -1.579, -0.163], [0.750, -0.206, -1.267], [-0.876, -0.014, 1.481], [2.416, 0.101, 0.823], [1.651, 1.146, 2.621]], "lowdin_charge": [-0.1273, -0.2794, -0.7232, 0.8115, -1.0300, 0.5386, 0.5869, 0.0784, 0.0625, 0.0936, 0.0653, 0.0408, 0.0983, -0.1224, -0.0936]}



No. 8
{"formula": "C3H8Cl2NPS", "method": "ωB97M-V/def2-TZVPD", "homo_ev": [-8.60, -8.44], "relative_energy_kcal_mol": 0.0, "orbital_gap_ev": [7.0434, 7.5054], "total_energy_ha": -1833.7278, "elements": ["C", "C", "C", "N", "P", "S", "Cl", "Cl", "H", "H", "H", "H", "H", "H", "H", "H"], "positions_angstrom": [[-2.196, -1.477, -0.086], [1.709, -0.120, -0.369], [2.483, 0.778, 0.486], [-2.080, -0.070, -0.566], [-0.896, 0.899, 0.186], [-1.206, 1.307, 2.101], [4.240, 0.483, 0.122], [-1.093, 2.473, -0.993], [-1.200, -1.630, 0.381], [-3.052, -1.632, 0.594], [-2.329, -2.330, -0.799], [1.648, -1.137, -0.010], [1.789, 0.071, -1.481], [2.217, 0.501, 1.542], [2.531, 1.846, 0.289], [-2.566, 0.037, -1.397]], "lowdin_charge": [-0.1737, -0.1414, -0.6854, -0.3486, -0.0462, 0.1074, 0.5088, 0.2692, 0.0494, 0.0751, 0.0837, 0.0488, 0.0777, 0.0865, 0.0508, 0.0380]}



No. 9
{"formula": "C3H8Cl2S", "method": "ωB97M-V/def2-TZVPD", "homo_ev": -8.91, "orbital_gap_ev": 9.5912, "total_energy_ha": -1437.6212, "elements": ["C", "C", "C", "H", "H", "H", "H", "H", "H", "H", "H", "S", "Cl", "Cl"], "positions_angstrom": [[2.489, -0.690, 0.259], [-0.903, 0.668, 0.732], [-1.664, 0.722, -0.586], [2.423, 0.034, 1.070], [3.145, -1.515, 0.539], [-0.446, 1.639, 0.944], [-0.104, -0.089, 0.686], [-1.569, 0.406, 1.557], [-1.003, 1.006, -1.414], [-2.457, 1.472, -0.542], [-1.439, -1.595, -1.044], [-2.524, -0.827, -1.004], [3.181, 0.111, -1.157], [0.872, -1.341, -0.039]], "lowdin_charge": [-0.9526, -0.2538, -0.6274, 0.0385, 0.0312, 0.0730, -0.1343, 0.0715, 0.0645, 0.0578, -0.2164, 0.6789, 0.5224, 0.6469]}



No. 10
{"formula": "C3H8Cl3MnO2", "method": "ωB97M-V/def2-TZVPD", "homo_ev": [-12.71, -12.71], "relative_energy_kcal_mol": 3.5, "spin_multiplicity": 6, "orbital_gap_ev": [4.3274, 4.3377], "total_charge": 1, "total_energy_ha": -2800.8056, "elements": ["Mn", "Cl", "C", "C", "O", "O", "H", "H", "H", "H", "H", "H", "C", "Cl", "Cl", "H", "H"], "positions_angstrom": [[2.320, -2.813, -2.878], [0.025, -2.318, -2.550], [0.476, 0.788, 0.150], [1.142, 1.995, 0.767], [2.551, 1.959, 0.565], [0.669, 0.799, -1.273], [-0.577, 0.905, 0.420], [0.919, -0.108, 0.580], [0.885, 1.950, 1.829], [0.759, 2.972, 0.462], [2.661, 1.941, -0.392], [0.283, -0.020, -1.600], [-2.411, -1.533, 0.627], [-3.804, -2.551, 0.960], [-1.444, -1.289, 2.136], [-1.763, -2.109, -0.021], [-2.691, -0.571, 0.219]], "lowdin_charge": [1.1711, -0.0306, -0.2694, -0.2423, -0.0580, -0.0979, 0.0942, 0.1034, 0.1269, 0.1274, 0.0746, -0.0347, -1.0075, 0.5396, 0.4957, -0.0222, 0.0297]}



No. 11
{"formula": "C3H8ClN", "method": "ωB97M-V/def2-TZVPD", "homo_ev": -9.55, "relative_energy_kcal_mol": 22.9, "orbital_gap_ev": 10.5228, "smiles": "CC(C)(N)Cl", "total_energy_ha": -633.9980, "elements": ["C", "C", "C", "N", "Cl", "H", "H", "H", "H", "H", "H", "H", "H"], "positions_angstrom": [[-1.110, 0.634, 0.369], [0.248, 0.208, 0.647], [0.786, -0.929, -0.188], [1.396, 1.279, 0.081], [0.772, 0.026, 2.257], [-1.552, -0.032, -0.415], [-1.766, 0.439, 1.245], [-1.107, 1.717, 0.156], [1.655, -1.138, 0.341], [1.112, -0.718, -1.241], [0.079, -1.891, -0.142], [1.386, 1.487, -0.860], [1.300, 2.122, 0.645]], "lowdin_charge": [-0.1171, -0.9907, -0.1610, -0.0161, 0.7277, 0.0966, 0.0817, 0.0889, 0.0123, 0.0955, 0.1277, 0.0108, 0.0435]}



No. 12
{"formula": "C3H8ClN3", "method": "ωB97M-V/def2-TZVPD", "homo_ev": -19.60, "relative_energy_kcal_mol": 10.6, "orbital_gap_ev": 11.4450, "total_charge": 2, "total_energy_ha": -742.8856, "elements": ["C", "C", "C", "N", "N", "N", "Cl", "H", "H", "H", "H", "H", "H", "H", "H"], "positions_angstrom": [[-2.178, -0.662, -0.342], [2.430, -1.058, -0.062], [2.488, 1.244, -1.155], [-1.053, -0.204, 0.131], [-2.964, -1.377, 0.356], [2.441, -0.021, -0.572], [2.923, -2.400, 0.608], [-2.406, -0.615, -1.367], [1.423, 1.557, -1.329], [2.969, 1.087, -2.115], [3.065, 1.919, -0.532], [-0.961, -0.153, 1.129], [-3.773, -1.860, 0.016], [-2.899, -1.346, 1.393], [-0.534, 0.266, -0.538]], "lowdin_charge": [-0.1710, -0.5217, 0.0134, 0.2071, 0.2271, 0.0860, 1.0374, 0.1649, 0.1252, 0.1293, 0.1306, 0.1497, 0.1562, 0.1793, 0.0865]}